{"formula": "C6H13NO3", "method": "the ωB97M-V functional and the def2-TZVPD basis", "species": ["C", "C", "C", "C", "C", "C", "N", "O", "O", "O", "H", "H", "H", "H", "H", "H", "H", "H", "H", "H", "H", "H", "H"], "coordinates": [[1.42, -1.60, -0.08], [-1.45, 0.68, -0.81], [-2.14, -1.57, 0.01], [2.06, 2.58, -0.02], [-0.94, -0.82, -0.61], [0.17, -0.78, 0.34], [0.14, -0.71, 1.59], [2.47, -1.12, -0.49], [0.94, -2.77, 0.04], [1.32, 1.35, -0.16], [-1.48, 1.07, 0.23], [-0.80, 1.30, -1.43], [-2.42, 0.57, -1.33], [-2.16, -1.52, 1.12], [-2.15, -2.63, -0.17], [-3.08, -1.15, -0.50], [1.56, 3.34, -0.71], [3.10, 2.49, -0.31], [1.88, 2.95, 1.00], [-0.67, -1.06, -1.59], [-0.75, -0.58, 2.09], [2.06, 0.80, -0.48], [0.92, -0.82, 2.25]], "charge": 0, "fmax_ha_per_bohr": 0.094, "e_homo_ev": -9.203}


{"formula": "C17H18N8O3S2", "method": "the ωB97M-V functional and the def2-TZVPD basis", "species": ["O", "O", "N", "N", "N", "O", "S", "C", "C", "C", "C", "C", "C", "C", "C", "C", "C", "C", "C", "C", "C", "C", "N", "N", "N", "N", "N", "C", "C", "S", "H", "H", "H", "H", "H", "H", "H", "H", "H", "H", "H", "H", "H", "H", "H", "H", "H", "H"], "coordinates": [[5.42, -5.37, -1.58], [5.87, -2.94, -1.45], [-2.22, 3.51, 0.81], [-1.93, 1.88, -0.91], [-1.53, -0.20, -0.61], [-2.09, 5.39, -3.66], [-0.62, -1.44, 3.99], [-0.74, -2.11, 2.36], [-1.03, 0.22, 3.41], [-1.98, 3.13, -0.42], [1.55, -2.02, -0.05], [0.86, -3.81, -1.45], [2.97, -2.41, -0.14], [2.14, -4.36, -1.40], [0.55, -2.71, -0.77], [3.24, -3.56, -0.88], [-1.22, -1.22, 0.14], [-2.10, 2.50, 1.67], [-1.12, -1.08, 1.50], [-1.31, 0.18, 2.12], [-1.81, 0.97, -0.08], [-1.75, 1.21, 1.32], [-0.43, -3.47, 2.02], [-2.27, 3.02, 2.93], [-0.85, -2.32, -0.67], [-2.06, 4.10, -1.36], [5.33, -4.38, 0.48], [-1.90, 6.26, -2.61], [-2.25, 5.54, -1.14], [5.03, -4.01, -1.13], [-1.62, 5.77, -4.45], [-1.23, 1.02, 4.09], [1.39, -1.06, 0.40], [0.12, -4.44, -2.02], [3.72, -1.69, 0.26], [2.44, -5.25, -2.02], [-0.62, -3.73, 1.00], [-0.58, -4.25, 2.71], [-2.14, 4.09, 2.97], [-1.86, 2.48, 3.68], [-1.49, -2.43, -1.49], [-2.17, 3.58, -2.22], [4.39, -4.61, 0.97], [5.98, -5.17, 0.42], [-0.82, 6.40, -2.48], [-2.35, 7.20, -2.87], [-1.57, 5.79, -0.28], [-3.33, 5.80, -1.15]], "charge": 0, "fmax_ha_per_bohr": 0.125, "smiles": "Nc1scc2c1c(Nc1ccc(S(N)(=O)=O)cc1)nc1nc(NCCO)nc(N)c12", "e_homo_ev": -7.501}


{"formula": "CH4O2S", "method": "the ωB97M-V functional and the def2-TZVPD basis", "species": ["S", "H", "H", "O", "C", "O", "H", "H"], "coordinates": [[-2.13, -2.41, 1.37], [-2.46, -3.17, 2.43], [-1.69, -1.44, 2.24], [0.92, 0.73, -2.35], [0.94, 1.49, -1.33], [1.86, 1.46, -0.36], [-0.06, 2.18, -1.15], [2.63, 1.15, -0.84]], "charge": 0, "fmax_ha_per_bohr": 0.105, "smiles": "O=CO.S", "e_homo_ev": -9.776}


{"formula": "C2F5Li3O6V3", "method": "the ωB97M-V functional and the def2-TZVPD basis", "species": ["Li", "Li", "Li", "V", "V", "V", "C", "O", "O", "O", "C", "O", "O", "O", "F", "F", "F", "F", "F"], "coordinates": [[0.20, -2.30, -0.47], [2.59, -0.86, -2.41], [-1.11, 0.84, -2.52], [-0.47, 3.39, -0.11], [3.07, -0.61, 0.82], [-0.54, -0.19, 1.94], [0.91, 0.59, -0.60], [0.25, 1.56, -1.06], [0.39, -0.37, 0.03], [2.11, 0.29, -0.96], [-3.03, -0.79, 0.76], [-3.82, -0.41, -0.16], [-2.17, -1.69, 0.52], [-2.68, -0.13, 1.83], [1.53, 0.52, 2.39], [1.98, -2.54, 0.67], [-0.79, 2.07, 1.63], [-2.43, 2.51, -0.81], [3.98, -1.88, -1.49]], "charge": 0, "multiplicity": 10, "s2": 24.77, "fmax_ha_per_bohr": 0.117, "e_homo_ev": [-5.957, -6.058]}


{"formula": "C6H12O", "method": "the ωB97M-V functional and the def2-TZVPD basis", "species": ["C", "C", "C", "C", "C", "C", "O", "H", "H", "H", "H", "H", "H", "H", "H", "H", "H", "H", "H"], "coordinates": [[-2.51, 0.37, -0.59], [-1.90, 0.72, 0.76], [0.27, -1.43, 0.83], [1.37, -0.52, 0.88], [2.47, -0.98, -0.13], [1.86, 0.33, -0.31], [1.05, 0.48, -1.43], [-1.75, 0.00, -1.29], [-3.27, -0.41, -0.48], [-3.00, 1.24, -1.05], [-2.66, 1.10, 1.46], [-1.12, 1.50, 0.67], [-0.02, -1.50, -0.23], [-1.44, -0.15, 1.24], [1.76, -0.21, 1.85], [2.20, -1.77, -0.83], [3.46, -1.07, 0.31], [2.43, 1.20, -0.02], [0.37, 1.13, -1.23]], "charge": 0, "fmax_ha_per_bohr": 0.011, "e_homo_ev": -8.314}


{"formula": "C3H7BO3", "method": "the ωB97M-V functional and the def2-TZVPD basis", "species": ["B", "C", "C", "C", "O", "O", "O", "H", "H", "H", "H", "H", "H", "H"], "coordinates": [[-2.14, 0.13, -1.22], [0.49, 1.02, 1.63], [0.36, 0.46, 0.47], [2.27, -1.00, 0.48], [-3.35, 0.05, -0.73], [-1.64, 0.11, -2.45], [1.14, -0.39, -0.20], [1.50, 1.04, 2.14], [-0.23, 1.74, 2.04], [3.14, -0.97, -0.06], [2.12, -2.00, 0.64], [2.36, -0.56, 1.52], [-4.07, -0.39, -1.24], [-1.96, 0.76, -3.02]], "charge": 0, "fmax_ha_per_bohr": 0.076, "e_homo_ev": [-7.971, -7.081]}


{"formula": "C27H54Cl14N", "method": "the ωB97M-V functional and the def2-TZVPD basis", "species": ["C", "C", "C", "C", "C", "C", "C", "N", "C", "C", "C", "C", "C", "C", "H", "H", "H", "H", "H", "H", "H", "H", "H", "H", "H", "H", "H", "H", "H", "H", "H", "H", "H", "H", "H", "H", "H", "H", "H", "H", "Cl", "C", "C", "Cl", "H", "H", "H", "H", "Cl", "C", "C", "Cl", "H", "H", "H", "H", "Cl", "C", "C", "Cl", "H", "H", "H", "H", "Cl", "C", "C", "Cl", "H", "H", "H", "H", "Cl", "C", "C", "Cl", "H", "H", "H", "H", "Cl", "C", "C", "Cl", "H", "H", "H", "H", "Cl", "C", "C", "Cl", "H", "H", "H", "H"], "coordinates": [[-1.17, -3.33, -0.36], [-0.21, -2.15, 0.10], [-0.89, -1.48, 1.36], [0.05, -0.41, 2.01], [0.32, 0.84, 1.11], [0.76, 2.13, 1.99], [0.03, 3.37, 1.39], [-1.01, 2.80, 0.51], [-0.87, 1.51, 0.38], [-2.00, 0.87, -0.51], [-3.33, 1.01, 0.31], [-4.49, 0.02, -0.11], [-4.91, -0.80, 1.15], [-4.19, -0.85, -1.37], [-1.70, -3.72, 0.54], [-0.59, -4.16, -0.79], [-1.96, -2.94, -1.03], [0.76, -2.61, 0.38], [-0.09, -1.43, -0.74], [-1.92, -1.13, 1.15], [-0.99, -2.31, 2.11], [-0.40, -0.15, 3.00], [1.00, -0.92, 2.26], [1.19, 0.69, 0.43], [0.37, 2.04, 3.02], [1.87, 2.20, 2.04], [0.63, 4.23, 1.03], [-0.57, 3.85, 2.20], [-1.77, 3.29, 0.06], [-1.68, -0.17, -0.69], [-1.98, 1.43, -1.46], [-3.08, 0.78, 1.38], [-3.64, 2.08, 0.29], [-5.37, 0.66, -0.37], [-5.08, -0.07, 1.98], [-4.06, -1.43, 1.49], [-5.84, -1.38, 0.99], [-4.33, -0.27, -2.31], [-3.23, -1.40, -1.34], [-4.99, -1.63, -1.40], [3.79, -1.94, 3.21], [3.91, -1.71, 4.97], [2.56, -1.66, 5.63], [1.66, -0.18, 5.19], [4.48, -0.79, 5.15], [4.48, -2.55, 5.36], [2.67, -1.65, 6.71], [1.95, -2.52, 5.36], [4.65, 1.36, 0.59], [4.71, 1.34, -1.19], [3.33, 1.22, -1.80], [2.60, -0.38, -1.51], [5.36, 0.53, -1.50], [5.17, 2.28, -1.51], [3.39, 1.35, -2.88], [2.66, 1.98, -1.41], [-8.61, 1.47, -4.44], [-7.32, 0.25, -4.37], [-7.73, -0.97, -3.56], [-7.88, -0.60, -1.83], [-6.43, 0.72, -3.96], [-7.11, -0.05, -5.40], [-6.97, -1.75, -3.65], [-8.68, -1.38, -3.90], [5.51, 4.00, 6.30], [5.59, 4.00, 4.52], [4.22, 3.88, 3.89], [3.50, 2.27, 4.16], [6.24, 3.18, 4.21], [6.05, 4.94, 4.22], [4.30, 4.02, 2.81], [3.53, 4.63, 4.28], [8.15, 1.34, 6.27], [9.60, 2.24, 5.77], [9.29, 3.29, 4.73], [8.82, 2.57, 3.16], [10.33, 1.52, 5.40], [10.01, 2.71, 6.66], [10.17, 3.90, 4.54], [8.48, 3.94, 5.05], [1.88, -2.85, -2.86], [1.10, -4.26, -3.61], [0.36, -3.89, -4.88], [-1.08, -2.90, -4.53], [0.44, -4.71, -2.88], [1.89, -4.97, -3.85], [0.01, -4.79, -5.38], [0.99, -3.33, -5.57], [-6.82, -0.02, -8.52], [-5.53, -1.24, -8.46], [-5.94, -2.46, -7.66], [-6.08, -2.09, -5.92], [-4.64, -0.77, -8.05], [-5.32, -1.54, -9.49], [-5.18, -3.23, -7.75], [-6.89, -2.86, -7.99]], "charge": 1, "fmax_ha_per_bohr": 0.054, "e_homo_ev": -11.940}


{"formula": "CH8NO2", "method": "the ωB97M-V functional and the def2-TZVPD basis", "species": ["C", "N", "H", "H", "H", "H", "H", "H", "O", "H", "H", "O"], "coordinates": [[-0.74, 0.04, -1.29], [-0.08, 0.30, -0.21], [-0.24, 0.08, -2.26], [-1.82, -0.05, -1.19], [-0.84, 0.61, 0.49], [0.72, -0.24, 0.15], [-0.59, 1.80, 2.23], [-2.06, 1.83, 1.92], [-1.31, 1.24, 1.90], [2.03, -2.50, -0.20], [2.92, -1.38, -0.72], [2.02, -1.75, -0.80]], "charge": 1, "fmax_ha_per_bohr": 0.076, "e_homo_ev": -15.972}


One value per record, in order, for energy: -14063.384; -57651.073; -16031.258; -105628.077; -8459.348; -10039.631; -205674.334; -6743.821 eV.